(1)
# C5H6S2

An isolated molecule of C5H6S2 in a non-equilibrium geometry (ωB97M-V with the def2-TZVPD basis set, the Open Molecules 2025 dataset).

Element x y z (Å)
1 C 1.009 -1.123 0.385
2 C 2.300 -1.433 0.115
3 C -0.563 0.983 0.474
4 C -0.245 0.776 -0.996
5 C 0.744 0.436 0.081
6 S 3.276 -0.165 -0.388
7 S 2.192 1.413 0.384
8 H 0.237 -1.758 0.450
9 H 2.662 -2.428 0.179
10 H -0.601 2.029 0.695
11 H -1.343 0.327 0.941
12 H -0.808 0.114 -1.719
13 H 0.051 1.581 -1.572

Computed properties:
E_tot   -990.4096 hartree
HOMO energy   -0.2893 Ha
LUMO level   0.5 eV
Energy above the lowest of the compared OMol25 structures with the same formula, charge and spin   145.52 kJ/mol
Charge   0

Atom charges from the Löwdin analysis, given in e for atoms 1 to 6: number 1, C, carries -0.1048; number 2, C, carries -0.5478; number 3, C, carries -0.1440; number 4, C, carries -0.1322; number 5, C, carries -0.8115; number 6, S, carries 0.5801

---

(2)
# BF4H22O11

A cluster of 12 separate species, BF4H22O11 in total in a non-equilibrium geometry (ωB97M-V with the def2-TZVPD basis set, the Open Molecules 2025 dataset).

Element x y z (Å)
1 B 0.433 0.485 -0.271
2 F 1.024 -0.734 0.024
3 F 1.243 1.585 0.149
4 F 0.103 0.558 -1.631
5 F -0.740 0.647 0.507
6 O 0.675 -3.575 -1.654
7 H 0.901 -2.728 -2.067
8 H -0.023 -3.363 -1.014
9 O -3.652 2.363 -0.711
10 H -4.250 2.892 -0.178
11 H -2.778 2.509 -0.325
12 O -0.911 3.496 -0.797
13 H -0.303 4.041 -0.292
14 H -0.566 2.600 -0.686
15 O 0.880 3.056 2.443
16 H 0.782 2.617 1.582
17 H 0.775 3.993 2.265
18 O 2.994 0.334 2.291
19 H 2.506 0.630 1.512
20 H 2.685 0.905 3.001
21 O 1.492 -1.134 -3.278
22 H 0.879 -1.083 -4.017
23 H 1.176 -0.458 -2.657
24 O -2.249 1.434 -3.177
25 H -2.837 1.622 -2.437
26 H -1.447 1.110 -2.756
27 O -2.450 -1.576 2.552
28 H -1.562 -1.180 2.555
29 H -2.766 -1.452 3.451
30 O 0.444 -1.350 2.904
31 H 0.681 -2.194 2.509
32 H 0.875 -0.698 2.338
33 O -1.477 -2.182 -0.140
34 H -2.047 -2.353 0.620
35 H -0.821 -1.555 0.190
36 O 3.710 -2.876 -0.729
37 H 3.819 -3.283 -1.593
38 H 2.805 -3.103 -0.484

Computed properties:
E_tot   -1265.5295 hartree
HOMO energy   -0.2898 Ha
LUMO level   2.6 eV
Energy above the lowest of the compared OMol25 structures with the same formula, charge and spin   0.00 kJ/mol
Charge   -1

Atom charges from the Löwdin analysis, given in e for atoms 1 to 6: number 1, B, carries -1.2311; number 2, F, carries 0.1547; number 3, F, carries 0.0854; number 4, F, carries 0.1260; number 5, F, carries 0.1190; number 6, O, carries -0.0807

---

(3)
# C47H54N3O

A cluster of 2 separate species, C47H54N3O in total in a non-equilibrium geometry (ωB97M-V with the def2-TZVPD basis set, the Open Molecules 2025 dataset).

Element x y z (Å)
1 C -4.782 -3.601 1.189
2 O -4.675 -2.250 1.680
3 C -3.503 -1.599 1.468
4 C -2.466 -2.128 0.667
5 C -1.424 -1.301 0.291
6 C -1.353 0.040 0.726
7 C -0.253 0.865 0.322
8 N -0.387 2.251 0.211
9 C -1.595 3.039 0.068
10 C -1.762 4.257 0.766
11 C -0.626 4.917 1.555
12 C -0.846 4.781 3.060
13 C -0.386 6.370 1.128
14 C -3.009 4.898 0.752
15 C -4.076 4.391 0.002
16 C -3.864 3.272 -0.799
17 C -2.618 2.643 -0.829
18 C -2.354 1.617 -1.920
19 C -2.122 2.273 -3.287
20 C -3.458 0.562 -2.013
21 N 0.820 2.812 -0.029
22 N 1.695 1.783 -0.180
23 C 3.063 2.139 -0.523
24 C 3.825 2.874 0.412
25 C 3.259 3.179 1.792
26 C 3.804 4.449 2.457
27 C 3.453 1.987 2.715
28 C 5.103 3.302 0.060
29 C 5.624 3.054 -1.209
30 C 4.818 2.448 -2.168
31 C 3.517 2.040 -1.854
32 C 2.596 1.596 -2.992
33 C 3.058 0.260 -3.554
34 C 2.473 2.664 -4.087
35 C 1.065 0.525 0.038
36 C 1.653 -0.743 0.015
37 C -2.361 0.521 1.611
38 C -3.407 -0.280 1.994
39 H -5.789 -3.907 1.467
40 H -4.653 -3.638 0.098
41 H -4.036 -4.247 1.674
42 H -2.493 -3.168 0.323
43 H -0.655 -1.694 -0.375
44 H 0.265 4.346 1.267
45 H -0.985 3.727 3.334
46 H 0.027 5.167 3.598
47 H -1.732 5.346 3.388
48 H -0.183 6.414 0.052
49 H -1.248 7.012 1.355
50 H 0.488 6.760 1.661
51 H -3.151 5.813 1.340
52 H -5.048 4.885 0.014
53 H -4.674 2.891 -1.434
54 H -1.430 1.102 -1.648
55 H -1.287 2.985 -3.235
56 H -1.874 1.497 -4.026
57 H -3.022 2.812 -3.618
58 H -3.716 0.174 -1.018
59 H -4.361 0.976 -2.485
60 H -3.095 -0.281 -2.622
61 H 2.187 3.345 1.626
62 H 3.706 5.329 1.806
63 H 3.223 4.638 3.370
64 H 4.856 4.328 2.750
65 H 3.059 1.071 2.262
66 H 4.524 1.847 2.913
67 H 2.939 2.167 3.664
68 H 5.711 3.836 0.794
69 H 6.645 3.357 -1.459
70 H 5.188 2.310 -3.187
71 H 1.610 1.459 -2.533
72 H 3.012 -0.507 -2.772
73 H 2.408 -0.043 -4.380
74 H 4.089 0.325 -3.923
75 H 2.111 3.611 -3.668
76 H 3.436 2.846 -4.581
77 H 1.755 2.332 -4.846
78 H 2.674 -0.846 -0.334
79 H 1.098 -1.562 0.465
80 H -2.290 1.543 1.975
81 H -4.176 0.070 2.680
82 C -0.460 -5.438 1.078
83 C -0.993 -5.534 -0.248
84 C -2.380 -5.765 -0.466
85 C -2.883 -5.855 -1.757
86 C -2.012 -5.782 -2.857
87 C -0.633 -5.644 -2.649
88 C -0.131 -5.483 -1.373
89 C 0.450 -6.390 1.592
90 C 0.438 -6.598 3.004
91 C 1.232 -7.563 3.595
92 C 2.119 -8.320 2.814
93 C 2.138 -8.161 1.418
94 C 1.273 -7.259 0.806
95 H -0.943 -4.774 1.808
96 H -3.014 -5.973 0.405
97 H -3.955 -6.000 -1.906
98 H -2.418 -5.885 -3.862
99 H 0.047 -5.672 -3.503
100 H 0.941 -5.358 -1.204
101 H -0.297 -6.030 3.576
102 H 1.146 -7.745 4.666
103 H 2.748 -9.082 3.275
104 H 2.807 -8.773 0.807
105 H 1.170 -7.257 -0.284

Computed properties:
E_tot   -2062.4878 hartree
HOMO energy   -0.2934 Ha
LUMO level   -5.7 eV
Energy above the lowest of the compared OMol25 structures with the same formula, charge and spin   99.32 kJ/mol
Charge   +1

Atom charges from the Löwdin analysis, given in e for atoms 1 to 6: number 1, C, carries -0.0624; number 2, O, carries -0.0782; number 3, C, carries -0.2646; number 4, C, carries -0.0219; number 5, C, carries -0.0289; number 6, C, carries -0.1608

---

(4)
# C3H8N2O2

An isolated molecule of C3H8N2O2 (ωB97M-V with the def2-TZVPD basis set, the Open Molecules 2025 dataset).

Element x y z (Å)
1 N 2.254 0.654 -1.133
2 C 0.947 0.641 -0.683
3 O 0.344 1.679 -0.422
4 N 0.390 -0.599 -0.571
5 C -1.008 -0.775 -0.191
6 C -1.292 -0.396 1.267
7 O -1.556 0.967 1.456
8 H 2.689 1.556 -1.003
9 H 2.840 -0.124 -0.866
10 H 0.849 -1.363 -1.042
11 H -1.239 -1.833 -0.348
12 H -1.664 -0.181 -0.841
13 H -0.442 -0.747 1.878
14 H -2.183 -0.938 1.606
15 H -0.930 1.459 0.894

Computed properties:
E_tot   -379.1326 hartree
HOMO energy   -0.3589 Ha
LUMO level   0.7 eV
Energy above the lowest of the compared OMol25 structures with the same formula, charge and spin   22.02 kJ/mol
Charge   0

Atom charges from the Löwdin analysis, given in e for atoms 1 to 6: number 1, N, carries 0.1445; number 2, C, carries -0.5910; number 3, O, carries 0.0389; number 4, N, carries 0.0503; number 5, C, carries -0.1603; number 6, C, carries -0.2704